(1)
39
Properties=species:S:1:pos:R:3:forces:R:3:mulliken_charge:R:1 method="wB97M-V/def2-TZVPD" largest_force_ev_per_a=2.5 charge=+1 e_tot_ev=-86004.0513 homo_lumo_gap_ev=8.53 relative_energy_ev=0.540 homo_energy_ha=-0.4317
Ga -1.441 -6.522 9.826 1.3 0.8 -1.0 0.760
C -1.477 -9.439 10.285 0.0 0.4 -1.1 -0.803
C -0.261 -9.062 11.126 0.1 -0.3 0.9 -0.662
N 0.185 -7.641 10.860 -0.3 -1.0 -0.6 -0.247
C 0.683 -6.815 11.991 1.2 -0.6 -0.1 -0.908
C -0.312 -6.284 12.981 -1.9 -0.2 1.1 -0.490
S -1.869 -5.672 12.094 -0.7 -0.9 0.0 -0.153
C -3.301 -6.912 12.420 0.9 0.0 0.7 -0.587
C -3.035 -8.340 11.877 -0.7 0.5 -0.5 -0.602
N -2.513 -8.362 10.450 -0.8 -0.4 0.2 -0.176
H -1.911 -10.438 10.502 0.5 0.6 0.2 0.440
H -1.170 -9.465 9.205 -0.4 0.2 0.8 0.347
H 0.524 -9.791 10.887 0.0 0.4 0.1 0.402
H -0.500 -9.205 12.202 0.4 0.3 -0.6 0.351
H 1.014 -7.731 10.241 -0.8 0.4 0.1 0.379
H 1.139 -5.930 11.525 0.1 -0.5 -0.1 0.399
H 1.453 -7.414 12.519 -0.3 0.5 -0.1 0.509
H 0.034 -5.339 13.416 0.2 -0.3 -0.1 0.490
H -0.586 -6.941 13.872 0.1 0.6 -1.4 0.361
H -4.240 -6.533 11.939 1.0 0.2 0.6 0.295
H -3.368 -6.914 13.558 -0.3 -0.1 -1.6 0.497
H -3.997 -8.873 11.890 0.2 0.1 0.1 0.459
H -2.383 -8.881 12.548 0.3 0.0 -0.1 0.207
H -3.314 -8.627 9.825 1.0 0.6 0.7 0.399
N -3.227 -5.420 9.040 -1.0 0.5 2.3 -0.408
C -3.539 -5.966 7.725 0.0 -1.6 0.1 -0.663
C -2.355 -6.762 7.138 -0.1 -0.5 -1.5 0.327
O -2.506 -7.225 6.003 0.6 0.9 1.7 -0.642
N -1.250 -6.829 7.937 0.0 0.2 1.0 0.211
C 0.097 -6.491 7.468 0.6 0.0 -0.7 -0.461
C 0.992 -5.801 8.594 1.0 -2.1 -0.9 0.385
O 2.219 -6.010 8.539 -2.2 0.9 0.4 -0.660
O 0.319 -5.235 9.537 -1.1 -0.2 0.5 -0.633
H -2.986 -4.410 8.960 -0.3 -1.0 0.4 0.308
H -4.032 -5.552 9.738 1.4 0.8 -1.6 0.266
H -4.403 -6.632 7.766 0.0 0.0 0.2 0.264
H -3.805 -5.228 7.005 0.0 0.8 -0.5 0.430
H 0.643 -7.381 7.074 -0.3 0.8 0.3 0.278
H -0.010 -5.734 6.661 0.3 -0.6 0.2 0.333

***

(2)
11
Properties=species:S:1:pos:R:3:forces:R:3:mulliken_charge:R:1 method="wB97M-V/def2-TZVPD" largest_force_ev_per_a=4.5 charge=0 e_tot_ev=-17911.5140 homo_lumo_gap_ev=8.41 relative_energy_ev=4.587 homo_energy_ha=-0.3652
C 0.575 -1.412 0.941 -1.7 3.6 -2.2 -0.593
C 1.043 -0.444 0.131 0.6 -1.3 -0.9 -0.048
C 0.273 0.675 -0.392 -0.3 -0.4 -2.6 0.577
F -0.933 -0.290 -1.899 1.6 1.1 2.0 -0.596
F 1.004 1.489 -1.221 -1.3 -1.4 1.6 -0.182
P -1.039 1.452 0.570 -1.2 -0.2 -0.4 -0.138
H 1.025 -2.255 1.279 1.7 -2.1 0.7 0.328
H -0.479 -1.328 1.052 -0.8 -0.2 1.0 0.099
H 1.958 -0.589 -0.436 0.4 0.3 0.5 0.285
H -2.019 0.291 0.440 1.2 1.7 -0.2 0.157
H -1.406 2.411 -0.464 -0.1 -1.0 0.5 0.111

***

(3)
63
Properties=species:S:1:pos:R:3:forces:R:3:mulliken_charge:R:1 method="wB97M-V/def2-TZVPD" largest_force_ev_per_a=2.1 charge=-1 e_tot_ev=-32571.0756 homo_lumo_gap_ev=7.32 homo_energy_ha=-0.1752
C -1.376 0.428 0.315 -0.2 0.1 -0.2 -0.385
C -2.085 -0.409 -0.192 0.0 -0.3 -0.5 0.080
C -2.838 -1.427 -0.941 0.4 1.0 0.7 -1.374
In -1.335 -2.888 -1.783 -0.1 -0.6 0.7 0.827
O 0.355 -1.812 -2.360 -0.4 0.0 -0.1 -0.514
C 0.402 -1.481 -3.722 0.4 0.0 0.6 -0.818
C 0.596 0.049 -3.936 -0.5 -0.9 1.0 0.737
C 1.739 0.547 -3.031 0.7 0.2 -0.5 -1.152
C -0.777 0.718 -3.692 -0.6 0.0 -2.0 1.596
C -0.719 2.244 -3.499 0.1 -0.5 1.2 -1.497
C -1.639 0.465 -4.986 0.7 0.6 0.4 -1.525
H -0.711 1.217 0.555 0.1 0.0 0.3 0.439
H -3.530 -1.885 -0.227 0.0 -0.3 -0.3 0.471
H -3.418 -0.881 -1.694 0.0 -0.3 0.0 0.305
H -0.825 -3.913 -0.396 0.0 0.3 -0.2 -0.380
H -1.966 -3.878 -3.121 0.1 0.3 0.0 -0.389
H -0.529 -1.816 -4.207 0.3 0.1 -0.4 0.294
H 1.256 -2.015 -4.181 -0.2 0.1 -0.2 0.229
H 0.883 0.147 -4.992 -0.1 0.4 0.1 0.336
H 1.527 1.478 -2.496 -0.1 -0.1 -0.1 0.352
H 2.080 -0.193 -2.304 -0.4 0.0 -0.1 -0.058
H 2.604 0.758 -3.677 0.0 0.1 0.2 0.309
H -1.315 0.195 -2.895 0.3 0.4 0.3 -0.931
H 0.106 2.683 -4.068 -0.2 0.1 -0.1 0.293
H -1.672 2.730 -3.726 0.2 -0.1 -0.2 0.455
H -0.555 2.438 -2.430 0.2 0.2 -0.2 0.283
H -2.419 1.232 -5.024 -0.3 -0.5 0.0 0.400
H -2.027 -0.552 -5.039 -0.2 0.2 -0.1 0.350
H -1.000 0.654 -5.861 -0.2 -0.2 0.0 0.342
C -4.162 4.054 3.582 -0.2 0.0 0.0 -1.496
C -3.086 3.091 3.085 0.0 0.3 0.2 0.440
C -2.265 2.449 4.214 0.1 -0.3 -0.2 -0.632
O -1.293 3.302 4.800 -0.2 -0.1 0.2 -0.396
C -1.793 4.193 5.776 0.3 0.1 -0.1 -0.638
N -2.235 3.791 2.121 0.2 -0.1 0.1 -0.694
H -3.748 5.015 3.891 0.1 0.0 0.0 0.285
H -4.879 4.258 2.787 0.1 0.0 0.0 0.367
H -4.711 3.630 4.426 0.0 0.0 0.0 0.342
H -3.596 2.280 2.558 0.1 -0.1 0.0 0.402
H -1.701 1.618 3.784 0.1 0.1 0.0 0.307
H -2.915 2.021 4.988 -0.1 0.1 0.0 0.406
H -2.609 3.748 6.354 -0.1 0.0 0.0 0.295
H -2.125 5.127 5.316 -0.2 0.0 0.1 0.217
H -0.976 4.433 6.458 0.0 -0.1 0.0 0.261
H -1.585 3.120 1.720 -0.1 0.0 -0.2 0.205
H -1.637 4.426 2.645 -0.1 0.1 0.0 0.325
C 5.236 -2.770 0.291 0.2 0.2 0.1 -1.610
C 3.797 -2.262 0.343 0.1 -0.5 -0.1 0.515
C 3.048 -2.677 1.621 -0.2 0.3 0.0 -0.708
O 2.621 -4.027 1.646 0.2 0.0 0.2 -0.358
C 3.612 -4.958 2.019 -0.2 -0.1 -0.2 -0.702
N 3.098 -2.692 -0.868 -0.1 0.2 0.4 -0.579
H 5.292 -3.829 0.037 -0.1 0.0 0.0 0.273
H 5.798 -2.230 -0.472 -0.1 0.0 0.0 0.400
H 5.744 -2.619 1.248 0.0 0.0 0.0 0.355
H 3.839 -1.168 0.336 -0.1 0.0 0.1 0.389
H 2.133 -2.082 1.679 -0.1 -0.1 -0.1 0.333
H 3.633 -2.444 2.522 0.1 -0.1 0.0 0.459
H 4.301 -4.546 2.764 0.1 0.0 0.0 0.305
H 4.169 -5.303 1.143 0.2 0.0 0.1 0.237
H 3.110 -5.824 2.452 0.0 0.0 0.0 0.254
H 2.168 -2.272 -0.880 0.0 0.0 -0.4 0.037
H 2.909 -3.687 -0.771 0.0 0.0 -0.1 0.331

***

(4)
52
Properties=species:S:1:pos:R:3:forces:R:3:mulliken_charge:R:1 method="wB97M-V/def2-TZVPD" largest_force_ev_per_a=17.2 smiles="CCOC(CNC(=O)c1ccc2c(c1)nc(C)n2-c1cccc(F)c1)OCC" charge=0 e_tot_ev=-35479.4035 homo_lumo_gap_ev=8.20 relative_energy_ev=19.444 homo_energy_ha=-0.3158
C 6.016 2.608 -0.981 -0.7 0.1 -5.9 -1.061
C 6.719 1.208 -1.256 -6.1 1.5 -1.3 -0.326
O 6.520 0.436 -0.183 -2.6 -3.9 4.1 -0.344
C 5.098 -0.135 0.006 3.5 -2.8 -0.6 -0.418
O 5.028 -1.644 0.169 -3.6 11.7 12.1 -0.267
C 5.325 -2.431 -0.677 5.9 0.8 -10.5 -0.202
C 6.790 -2.741 -0.616 0.5 4.2 -12.1 -1.175
H 7.405 -1.670 -1.069 -1.8 -2.9 2.1 0.085
H 7.043 -3.286 -1.683 -0.4 0.3 2.9 0.294
H 7.246 -3.090 0.151 2.6 -2.4 5.2 0.455
H 4.971 -1.740 -1.671 1.4 -2.7 0.4 0.272
H 4.736 -3.178 -0.627 -4.0 -6.0 0.0 0.506
C 4.400 0.422 1.118 1.1 6.5 5.1 -0.621
N 2.975 0.475 1.272 -1.4 -7.9 1.5 -0.192
C 2.137 1.097 0.294 -3.6 -13.8 9.0 0.637
O 2.478 2.055 -0.065 4.0 14.2 -7.5 -0.408
C 0.759 0.511 0.433 -0.7 9.9 -4.2 0.199
C 0.320 -0.714 0.573 6.6 0.3 0.5 -0.338
C -0.889 -0.860 0.356 -15.4 -3.2 1.2 -0.309
N -1.659 -2.134 0.607 -0.8 1.3 -3.2 -0.772
C -2.942 -1.944 0.264 3.5 3.6 3.6 0.785
N -3.291 -0.498 0.356 7.8 -2.8 -1.6 0.047
C -1.962 0.169 0.304 0.4 -6.7 0.8 0.498
C -1.652 1.433 0.277 9.7 0.1 -0.8 -0.649
C -0.245 1.840 -0.072 -2.7 -11.4 4.5 -1.505
H 0.189 2.707 0.046 1.9 4.7 0.0 0.612
H -2.310 1.974 -0.069 -7.0 6.5 -2.3 0.900
C -4.388 0.187 0.058 -3.9 -2.2 0.3 0.994
C -5.430 -0.459 -0.736 3.3 3.7 3.1 -1.233
C -6.540 0.174 -0.852 -6.1 2.5 -3.9 0.287
C -6.895 1.392 -0.160 -3.2 -3.2 -3.9 -0.876
C -6.003 1.694 0.687 4.6 4.4 7.6 -0.361
C -4.710 1.139 0.940 -5.0 0.0 -5.1 -0.822
H -4.043 1.304 1.630 2.9 1.8 4.0 0.941
H -6.241 2.484 1.464 0.1 -0.6 -1.2 0.239
H -7.829 1.953 -0.168 0.2 -0.7 -0.6 0.399
F -7.443 -0.218 -2.001 1.9 0.6 3.1 -0.365
H -5.124 -1.217 -1.250 1.2 -4.5 -3.3 0.980
C -3.968 -2.936 0.420 0.7 -2.0 3.5 -1.542
H -4.315 -3.196 -0.504 -1.0 -1.6 -2.2 0.373
H -4.772 -2.675 1.037 -1.7 1.7 0.3 0.445
H -3.708 -3.757 1.203 0.7 0.6 -2.3 0.308
H 0.981 -1.500 0.620 1.3 -2.0 0.5 0.545
H 2.575 -0.627 1.637 1.4 4.3 -1.6 0.254
H 4.455 1.738 1.082 1.1 -3.8 -0.2 0.194
H 4.971 0.150 2.137 -1.5 0.6 -2.2 0.182
H 4.535 -0.006 -0.840 -0.9 0.6 -2.9 0.670
H 6.299 0.616 -2.133 0.3 1.4 0.3 0.326
H 7.681 1.380 -1.444 4.2 0.4 -0.3 0.501
H 6.222 3.128 -0.108 1.2 0.6 1.6 0.335
H 4.906 2.613 -1.052 0.6 -0.6 0.1 0.206
H 6.263 3.274 -1.965 -0.2 -1.1 2.4 0.317

***

Repeat the first record exactly.
39
Properties=species:S:1:pos:R:3:forces:R:3:mulliken_charge:R:1 method="wB97M-V/def2-TZVPD" largest_force_ev_per_a=2.5 charge=+1 e_tot_ev=-86004.0513 homo_lumo_gap_ev=8.53 relative_energy_ev=0.540 homo_energy_ha=-0.4317
Ga -1.441 -6.522 9.826 1.3 0.8 -1.0 0.760
C -1.477 -9.439 10.285 0.0 0.4 -1.1 -0.803
C -0.261 -9.062 11.126 0.1 -0.3 0.9 -0.662
N 0.185 -7.641 10.860 -0.3 -1.0 -0.6 -0.247
C 0.683 -6.815 11.991 1.2 -0.6 -0.1 -0.908
C -0.312 -6.284 12.981 -1.9 -0.2 1.1 -0.490
S -1.869 -5.672 12.094 -0.7 -0.9 0.0 -0.153
C -3.301 -6.912 12.420 0.9 0.0 0.7 -0.587
C -3.035 -8.340 11.877 -0.7 0.5 -0.5 -0.602
N -2.513 -8.362 10.450 -0.8 -0.4 0.2 -0.176
H -1.911 -10.438 10.502 0.5 0.6 0.2 0.440
H -1.170 -9.465 9.205 -0.4 0.2 0.8 0.347
H 0.524 -9.791 10.887 0.0 0.4 0.1 0.402
H -0.500 -9.205 12.202 0.4 0.3 -0.6 0.351
H 1.014 -7.731 10.241 -0.8 0.4 0.1 0.379
H 1.139 -5.930 11.525 0.1 -0.5 -0.1 0.399
H 1.453 -7.414 12.519 -0.3 0.5 -0.1 0.509
H 0.034 -5.339 13.416 0.2 -0.3 -0.1 0.490
H -0.586 -6.941 13.872 0.1 0.6 -1.4 0.361
H -4.240 -6.533 11.939 1.0 0.2 0.6 0.295
H -3.368 -6.914 13.558 -0.3 -0.1 -1.6 0.497
H -3.997 -8.873 11.890 0.2 0.1 0.1 0.459
H -2.383 -8.881 12.548 0.3 0.0 -0.1 0.207
H -3.314 -8.627 9.825 1.0 0.6 0.7 0.399
N -3.227 -5.420 9.040 -1.0 0.5 2.3 -0.408
C -3.539 -5.966 7.725 0.0 -1.6 0.1 -0.663
C -2.355 -6.762 7.138 -0.1 -0.5 -1.5 0.327
O -2.506 -7.225 6.003 0.6 0.9 1.7 -0.642
N -1.250 -6.829 7.937 0.0 0.2 1.0 0.211
C 0.097 -6.491 7.468 0.6 0.0 -0.7 -0.461
C 0.992 -5.801 8.594 1.0 -2.1 -0.9 0.385
O 2.219 -6.010 8.539 -2.2 0.9 0.4 -0.660
O 0.319 -5.235 9.537 -1.1 -0.2 0.5 -0.633
H -2.986 -4.410 8.960 -0.3 -1.0 0.4 0.308
H -4.032 -5.552 9.738 1.4 0.8 -1.6 0.266
H -4.403 -6.632 7.766 0.0 0.0 0.2 0.264
H -3.805 -5.228 7.005 0.0 0.8 -0.5 0.430
H 0.643 -7.381 7.074 -0.3 0.8 0.3 0.278
H -0.010 -5.734 6.661 0.3 -0.6 0.2 0.333

***

Among the records above, which one has the highest charge?
C10H20GaN4O3S

***

Which of these has the highest charge?
C10H20GaN4O3S